[1]
# CI3OP

CI3OP as an isolated structure in a non-equilibrium geometry (ωB97M-V with the def2-TZVPD basis set, the OMol25 dataset).

Structure (XYZ):
```
6
Properties=species:S:1:pos:R:3:mulliken_charge:R:1
C -0.033 -0.433 -0.042 -0.436
O -0.897 2.099 0.897 -0.393
P -0.237 0.894 1.325 0.313
I -0.252 -2.352 0.625 0.255
I 2.055 0.065 -0.070 0.187
I -0.637 -0.273 -2.736 0.073
```

Output
Energy above the lowest of the compared OMol25 structures with the same formula, charge and spin ... 143.96 kJ/mol
Maximum force ... 2.50 eV Å⁻¹
E ... -36672.8969 eV
Multiplicity ... 1

=====

[2]
# AlH2O

AlH2O as an isolated structure in a non-equilibrium geometry (ωB97M-V with the def2-TZVPD basis set, the OMol25 dataset).

Structure (XYZ):
```
4
Properties=species:S:1:pos:R:3:mulliken_charge:R:1
Al -0.124 -1.568 3.987 1.973
O 0.115 0.292 -1.023 0.043
H 0.265 0.102 -1.948 0.491
H -0.255 1.174 -1.016 0.493
```

Output
Energy above the lowest of the compared OMol25 structures with the same formula, charge and spin ... 44.83 kJ/mol
Net charge ... +3
Maximum force ... 2.91 eV Å⁻¹
E ... -8628.6651 eV
Multiplicity ... 1

=====

[3]
# C25H51N5O2PSSbW

C25H51N5O2PSSbW as an isolated structure in a non-equilibrium geometry (ωB97M-V with the def2-TZVPD basis set, the OMol25 dataset).

Structure (XYZ):
```
87
Properties=species:S:1:pos:R:3:mulliken_charge:R:1
W 0.166 0.053 -1.791 0.676
O -0.332 -1.089 -3.318 -0.520
O 0.628 -1.744 -2.418 -0.493
C 3.465 -1.359 -4.189 -0.744
C 3.936 -0.099 -4.726 0.122
C 3.334 0.548 -5.889 -0.684
Sb 2.024 1.639 -2.393 -0.221
C 3.044 0.366 -0.504 -0.934
C 2.623 1.120 0.719 -0.119
C 2.781 -1.102 -0.758 0.199
C 2.701 5.390 -1.453 0.311
C 1.669 5.497 -2.418 -0.439
C 3.994 4.819 -1.681 -0.570
H 3.945 -2.109 -4.853 0.455
H 2.388 -1.494 -4.306 0.220
H 3.809 -1.558 -3.179 0.263
H 4.829 0.348 -4.299 0.340
H 2.634 -0.091 -6.421 0.342
H 4.085 1.003 -6.535 0.386
H 2.765 1.380 -5.466 0.132
H 3.794 0.843 -1.123 0.892
H 1.799 0.642 1.232 -0.687
H 2.384 2.152 0.501 0.164
H 3.498 1.154 1.389 0.537
H 1.930 -1.427 -0.139 -0.230
H 3.666 -1.734 -0.645 0.706
H 2.497 -1.214 -1.798 -0.631
H 2.442 5.628 -0.423 0.318
H 1.986 5.532 -3.455 0.296
H 0.872 6.192 -2.164 0.361
H 1.214 4.461 -2.252 -0.189
H 4.360 4.875 -2.702 0.350
H 3.749 3.727 -1.508 -0.054
H 4.725 5.103 -0.928 0.356
N -0.285 0.070 -0.075 0.397
P -1.207 -0.671 1.101 -1.336
N -1.846 -2.057 0.526 0.856
C -2.119 -2.287 -0.912 -0.086
C -3.408 -3.070 -1.099 -1.281
C -3.302 -4.455 -0.455 -0.638
C -2.524 -4.385 0.872 -0.953
C -2.575 -2.976 1.437 -0.747
N -0.401 -1.149 2.448 0.746
C 0.380 -2.414 2.450 -0.927
C 1.819 -2.175 2.875 -0.463
C 1.884 -1.634 4.308 -0.793
C 0.661 -0.765 4.626 -1.095
C 0.115 -0.111 3.369 -0.414
N -2.283 0.443 1.604 1.104
C -3.232 0.110 2.691 -0.634
C -3.787 1.388 3.294 -1.047
C -4.618 2.156 2.259 -0.606
C -4.067 1.947 0.841 -0.923
C -2.568 1.706 0.883 0.090
H -1.291 -2.840 -1.361 0.229
H -2.214 -1.332 -1.438 0.366
H -3.602 -3.157 -2.168 0.486
H -4.241 -2.507 -0.674 0.319
H -2.807 -5.142 -1.142 0.347
H -4.301 -4.854 -0.281 0.350
H -1.479 -4.668 0.728 0.237
H -2.943 -5.078 1.601 0.451
H -2.128 -2.927 2.426 0.640
H -3.618 -2.662 1.540 0.324
H 0.323 -2.861 1.457 0.546
H -0.080 -3.124 3.145 0.458
H 2.286 -1.475 2.177 -0.175
H 2.371 -3.113 2.800 0.603
H 2.800 -1.058 4.447 0.350
H 1.934 -2.468 5.008 0.335
H 0.917 0.010 5.347 0.447
H -0.132 -1.366 5.077 0.306
H 0.898 0.488 2.899 0.180
H -0.704 0.567 3.610 0.364
H -2.714 -0.490 3.442 0.547
H -4.058 -0.494 2.300 0.236
H -2.957 2.000 3.657 0.272
H -4.394 1.134 4.163 0.457
H -4.613 3.219 2.505 0.364
H -5.658 1.831 2.303 0.303
H -4.273 2.817 0.217 0.435
H -4.546 1.091 0.359 0.280
H -2.074 2.539 1.394 0.248
H -2.152 1.646 -0.118 -0.176
S -1.666 3.742 -3.364 -0.344
C -1.513 2.257 -2.814 0.652
N -1.409 1.147 -2.387 -0.597
```

Output
Energy above the lowest of the compared OMol25 structures with the same formula, charge and spin ... 230.94 kJ/mol
Net charge ... +2
Maximum force ... 3.78 eV Å⁻¹
E ... -66765.4146 eV
Multiplicity ... 1

=====

[4]
# C2H5OP

A 2-piece molecular cluster, C2H5OP overall in a non-equilibrium geometry (ωB97M-V with the def2-TZVPD basis set, the OMol25 dataset).

Structure (XYZ):
```
9
Properties=species:S:1:pos:R:3:mulliken_charge:R:1
C -0.437 0.094 0.993 -0.274
C 0.839 -0.109 -1.016 -0.338
O 0.516 0.934 -1.806 -0.430
P -0.730 -1.191 1.967 -0.196
H -0.714 1.131 1.038 0.300
H 0.508 -1.101 -1.286 0.285
H 1.806 -0.012 -0.554 0.322
H -0.300 0.756 -2.289 0.334
H -1.487 -0.502 2.953 -0.002
```

Output
Energy above the lowest of the compared OMol25 structures with the same formula, charge and spin ... 393.86 kJ/mol
Maximum force ... 3.34 eV Å⁻¹
E ... -13486.7932 eV
Multiplicity ... 1

=====

[5]
# C23H42BrFNO11

A 5-piece molecular cluster, C23H42BrFNO11 overall in a non-equilibrium geometry (ωB97M-V with the def2-TZVPD basis set, the OMol25 dataset).

Structure (XYZ):
```
79
Properties=species:S:1:pos:R:3:mulliken_charge:R:1
C -2.238 1.332 6.856 -1.358
C -1.840 0.638 5.562 0.183
Br -3.158 1.155 4.207 -0.177
C -1.752 -0.873 5.713 -1.290
C -0.749 -1.478 4.761 0.806
C -1.294 -1.460 3.286 0.108
O -2.307 -2.162 3.073 -0.768
O -0.633 -0.743 2.508 -0.666
N -0.470 -2.858 5.086 -0.014
F -0.304 -3.036 6.490 -0.299
C 0.688 -3.383 4.427 -0.714
C 1.985 -2.632 4.689 0.260
O 2.754 -2.910 5.582 -0.549
H -1.818 2.329 6.852 0.344
H -3.306 1.451 6.913 0.332
H -1.888 0.778 7.715 0.395
H -0.887 1.003 5.212 0.413
H -1.431 -1.039 6.732 0.414
H -2.724 -1.332 5.597 0.377
H 0.138 -0.836 4.782 0.044
H 0.837 -4.402 4.765 0.426
H 0.491 -3.406 3.364 0.359
H 2.219 -1.800 4.010 0.444
O 2.559 -0.800 2.211 -0.525
C 2.417 -0.463 1.072 0.411
O 3.151 0.578 0.612 -0.381
C 3.202 0.950 -0.766 -0.218
C 2.057 1.862 -1.153 -0.831
C 1.414 -1.113 0.146 -0.556
H 3.262 0.064 -1.402 0.294
H 4.146 1.479 -0.882 0.214
H 1.091 1.368 -1.033 0.192
H 2.163 2.179 -2.188 0.296
H 2.045 2.746 -0.513 0.333
H 0.438 -0.651 0.299 0.293
H 1.344 -2.166 0.407 0.308
H 1.698 -1.062 -0.904 0.174
O -6.253 0.769 3.341 -0.508
C -6.375 0.964 2.171 0.768
O -5.705 1.995 1.608 -0.372
C -5.612 2.188 0.203 -0.431
C -6.802 2.953 -0.343 -0.977
C -7.301 0.127 1.315 -1.042
H -5.461 1.237 -0.310 0.346
H -4.703 2.769 0.057 0.371
H -7.733 2.404 -0.199 0.270
H -6.677 3.143 -1.411 0.353
H -6.903 3.908 0.172 0.305
H -8.311 0.526 1.401 0.275
H -7.287 -0.888 1.702 0.296
H -7.022 0.081 0.265 0.328
O 3.556 1.703 -3.863 -0.561
C 4.545 1.113 -4.202 0.833
O 5.611 1.129 -3.381 -0.330
C 6.769 0.320 -3.589 -0.439
C 7.758 0.980 -4.527 -1.013
C 4.646 0.433 -5.545 -0.839
H 6.485 -0.680 -3.922 0.360
H 7.215 0.207 -2.603 0.364
H 7.335 1.122 -5.522 0.269
H 8.658 0.373 -4.620 0.369
H 8.037 1.963 -4.147 0.310
H 4.923 1.176 -6.293 0.266
H 3.669 0.025 -5.788 0.062
H 5.353 -0.393 -5.577 0.324
O 1.858 -1.499 -5.750 -0.634
C 0.918 -1.023 -5.169 0.861
O 0.691 -1.380 -3.902 -0.352
C -0.298 -0.753 -3.074 0.134
C -1.665 -1.372 -3.276 -1.185
C -0.055 -0.101 -5.867 -1.041
H -0.302 0.328 -3.225 0.322
H 0.027 -0.923 -2.053 -0.092
H -2.024 -1.235 -4.297 0.342
H -2.387 -0.927 -2.593 0.356
H -1.622 -2.445 -3.087 0.316
H -0.785 -0.705 -6.402 0.279
H 0.501 0.499 -6.583 0.308
H -0.573 0.583 -5.200 0.347
```

Output
Net charge ... -1
Maximum force ... 1.39 eV Å⁻¹
E ... -121304.4830 eV
Multiplicity ... 1

=====

[6]
# C4H5ClN2O

One molecule with the formula C4H5ClN2O in a non-equilibrium geometry (ωB97M-V with the def2-TZVPD basis set, the OMol25 dataset).

Structure (XYZ):
```
13
Properties=species:S:1:pos:R:3:mulliken_charge:R:1
C 1.392 -1.226 0.473 -0.537
C -0.012 -0.763 0.209 0.367
C -1.794 0.498 -0.201 -0.517
C -0.445 0.578 0.021 0.415
H 3.103 -1.058 -0.389 0.305
H 1.759 -0.718 1.363 0.298
H 1.353 -2.302 0.678 0.301
H -2.972 -1.274 -0.233 0.204
H -2.567 1.242 -0.368 0.435
N -1.016 -1.593 0.111 -0.784
N -2.082 -0.820 -0.130 0.224
O 2.184 -0.946 -0.663 -0.496
Cl 0.511 2.003 0.080 -0.213
```

Output
Energy above the lowest of the compared OMol25 structures with the same formula, charge and spin ... 94.10 kJ/mol
Maximum force ... 1.22 eV Å⁻¹
E ... -21778.4621 eV
SMILES ... OCc1n[nH]cc1Cl
Multiplicity ... 1

=====

[7]
# C4H10N2O2

One molecule with the formula C4H10N2O2 in a non-equilibrium geometry (ωB97M-V with the def2-TZVPD basis set, the OMol25 dataset).

Structure (XYZ):
```
18
Properties=species:S:1:pos:R:3:mulliken_charge:R:1
N -0.960 1.274 1.523 -0.539
C -0.813 1.940 0.250 -0.600
C -1.367 1.190 -0.973 -0.554
N -0.995 -0.222 -0.891 -0.342
C 0.472 -0.584 -1.100 -0.377
C 1.212 -1.276 0.068 0.475
O 0.800 -0.955 1.246 -0.505
O 2.059 -2.060 -0.224 -0.585
H 0.029 -0.308 1.252 0.488
H -1.992 1.091 1.612 0.239
H -0.635 1.831 2.327 0.216
H -1.064 3.032 0.301 0.387
H 0.306 2.022 -0.020 0.251
H -0.947 1.714 -1.851 0.295
H -2.475 1.197 -0.908 0.372
H -1.455 -0.754 -1.646 0.288
H 1.249 0.297 -1.039 0.103
H 0.762 -0.978 -2.102 0.388
```

Output
Energy above the lowest of the compared OMol25 structures with the same formula, charge and spin ... 213.34 kJ/mol
Maximum force ... 3.73 eV Å⁻¹
E ... -11384.6917 eV
SMILES ... NCCNCC(=O)O
Multiplicity ... 1

=====

> Which of these has the highest E?

AlH2O